1.
Formula: C5H11NO
Source: OMol25
Level of theory: ωB97M-V/def2-TZVPD

Results
energy relative to the best compared isomer or geometry (same formula, charge and spin)	592.98	kJ/mol
spin multiplicity	1
HOMO energy	-7.4	eV
E	-8895.5516	eV
LUMO	0.874	eV
HOMO-LUMO gap	8.3	eV
max |F|	2.70	eV/Å

Element x y z (Å)
C1 -0.0044 -0.7839 1.1578
C2 -1.7419 0.0507 0.4521
C3 -1.5021 0.7786 -0.8497
N1 0.8969 -0.9492 0.1575
C4 1.7387 0.0502 -0.3344
C5 2.0651 1.1775 0.2945
O1 0.5754 -1.9368 -0.8653
H1 1.1329 -2.6942 -0.6376
H2 -0.4221 -1.7150 1.5230
H3 -0.4557 0.2667 1.3431
H4 2.1220 -0.1824 -1.3187
H5 -2.2560 0.6559 1.2021
H6 -2.2872 -0.8816 0.3219
H7 -2.4524 1.0372 -1.3282
H8 -0.9380 0.1584 -1.5465
H9 -0.9376 1.6983 -0.6905
H10 1.6960 1.4151 1.2808
H11 2.7705 1.8545 -0.1619

Cartesian forces (eV/Å) of the 2 atoms listed first:
C -2.2 1.5 -0.5
C 0.2 -1.1 -0.6

2.
Formula: C5H11NO
Source: OMol25
Level of theory: ωB97M-V/def2-TZVPD

Results
energy relative to the best compared isomer or geometry (same formula, charge and spin)	321.69	kJ/mol
spin multiplicity	1
HOMO energy (spin up / spin down)	-7.0 / -7.0	eV
E	-8898.3633	eV
LUMO (spin up / spin down)	0.727 / 0.727	eV
HOMO-LUMO gap (spin up / spin down)	7.7 / 7.7	eV
max |F|	0.39	eV/Å

Element x y z (Å)
C1 1.1427 -0.3100 -1.8587
C2 1.3467 -0.5842 -0.4061
C3 0.7692 0.0137 1.7975
N1 0.4397 -0.4320 0.5448
C4 -1.0014 -0.5892 0.2854
C5 -1.6915 0.7665 0.1214
O1 -1.6875 1.5144 1.3023
H1 0.1295 -0.5253 -2.2113
H2 1.8500 -0.8961 -2.4552
H3 1.3448 0.7518 -2.0753
H4 2.3652 -0.6407 -0.0345
H5 1.7982 0.3461 1.8938
H6 0.2927 -0.4884 2.6333
H7 -1.1428 -1.2256 -0.5908
H8 -1.4233 -1.0987 1.1573
H9 -1.2163 1.3097 -0.7128
H10 -2.7371 0.5878 -0.1556
H11 -0.7861 1.4080 1.6785

Cartesian forces (eV/Å) of the 2 atoms listed first:
C -0.1 -0.1 -0.1
C 0.0 0.1 0.1

What is the spin multiplicity in the first record? 1